(1)
DFT (ωB97M-V/def2-TZVPD) results for a cluster of 11 separate species, C28H81N3O11 in total in a non-equilibrium geometry.

Properties
**Structure (SMILES)**: COC[C@H](C)N.COC[C@H](C)N.COC[C@H](C)N.CCO.CCO.CCO.CCO.CCO.CCO.CCO.CCO
**E_HOMO**: -8.9 eV
**Relative energy (zero: lowest compared OMol25 entry of this formula, charge and spin)**: 94.1 kJ/mol
**Gap between HOMO and LUMO**: 9.1 eV

Geometry (Å):
1 C 12.2088 16.8916 14.7787
2 C 12.9204 15.6165 14.3507
3 O 11.9380 14.6163 13.9916
4 H 12.9370 17.7037 14.9351
5 H 11.5704 16.8176 15.6727
6 H 11.5538 17.1744 13.9668
7 H 13.5683 15.2352 15.1549
8 H 13.5816 15.8156 13.5033
9 H 11.5570 14.8952 13.1123
10 C 13.2680 15.2889 5.0561
11 C 14.2414 14.3953 5.8186
12 O 13.7441 13.0443 5.6152
13 H 12.3203 15.3193 5.5847
14 H 13.0422 14.7643 4.1371
15 H 13.7186 16.2621 4.9743
16 H 14.1579 14.7397 6.8651
17 H 15.2779 14.4527 5.5041
18 H 14.4268 12.4083 5.8327
19 C 16.2295 13.2925 12.9659
20 C 14.8532 12.6595 13.2614
21 O 14.9034 11.2198 13.1539
22 H 16.9607 13.0068 13.7227
23 H 16.2078 14.3984 13.0994
24 H 16.5456 13.0182 11.9608
25 H 14.1879 12.9998 12.4894
26 H 14.5283 12.8706 14.2866
27 H 15.0763 11.0120 12.2041
28 C 16.1110 17.6491 14.0788
29 C 17.5571 18.0414 13.7739
30 O 17.5888 18.9363 12.6765
31 H 15.7371 16.9985 13.2516
32 H 15.5272 18.5773 14.0967
33 H 15.9999 17.0720 14.9674
34 H 18.1111 17.1126 13.6086
35 H 17.9180 18.5431 14.6697
36 H 18.4978 19.0047 12.3420
37 C 15.8813 9.9394 9.0618
38 C 14.9991 11.1180 8.9884
39 O 15.1531 11.9292 10.1656
40 H 15.5472 9.2188 9.8274
41 H 16.8310 10.3283 9.4402
42 H 16.0714 9.4754 8.0945
43 H 13.9002 10.9288 8.8510
44 H 15.2762 11.7103 8.1175
45 H 14.7333 12.7607 10.0330
46 C 7.9792 17.7589 10.6017
47 C 7.4224 16.4937 11.2244
48 O 6.8905 15.7706 10.1335
49 H 8.1526 18.5048 11.4188
50 H 7.3270 18.1312 9.8259
51 H 8.9156 17.4673 10.1766
52 H 6.6024 16.7239 11.9093
53 H 8.1548 15.9983 11.8514
54 H 7.1021 14.8477 10.2072
55 C 9.2568 11.6073 11.6782
56 C 8.0637 12.4707 11.5136
57 O 8.1818 13.4078 10.4255
58 H 10.0923 12.1615 12.1091
59 H 9.5434 11.1766 10.7404
60 H 9.0819 10.6961 12.2824
61 H 8.0057 13.1324 12.4104
62 H 7.1314 11.8517 11.4141
63 H 8.4563 12.9828 9.6169
64 C 18.3315 16.2692 7.0525
65 C 19.2592 16.6645 5.8396
66 O 20.1661 17.7206 6.0942
67 H 18.9511 16.1298 7.8837
68 H 17.7746 15.3732 6.7679
69 H 17.7222 17.1717 7.2005
70 H 18.5404 16.8859 5.0336
71 H 19.8855 15.8368 5.5751
72 H 19.7186 18.5226 6.3045
73 C 12.0082 7.4721 13.4605
74 C 12.6941 8.8668 13.3885
75 C 11.7011 9.8508 12.8569
76 O 11.3770 9.5967 11.4862
77 C 12.3168 10.0129 10.5713
78 N 13.0953 9.2511 14.7688
79 H 11.2684 7.6587 14.2832
80 H 12.6901 6.6717 13.8345
81 H 11.5790 7.1866 12.5036
82 H 13.5469 8.7900 12.6862
83 H 12.0427 10.8921 12.9332
84 H 10.7764 9.8002 13.4990
85 H 12.3244 11.0937 10.4750
86 H 12.0134 9.6113 9.5778
87 H 13.3125 9.6027 10.7003
88 H 13.7015 10.0857 14.7355
89 H 13.6369 8.4999 15.2125
90 C 11.4636 18.4238 11.8163
91 C 11.3811 18.8891 10.3731
92 C 12.5488 19.7491 9.8966
93 O 13.7132 18.9745 9.8082
94 C 14.7585 19.2554 10.6948
95 N 11.2053 17.7319 9.4590
96 H 11.5870 19.2969 12.4505
97 H 12.3243 17.7715 11.9638
98 H 10.5334 17.8565 12.0243
99 H 10.4302 19.4085 10.3264
100 H 12.7512 20.6212 10.5013
101 H 12.4288 20.1647 8.9187
102 H 15.6213 18.6926 10.3475
103 H 14.5208 18.9341 11.7017
104 H 15.0033 20.3143 10.6877
105 H 12.0384 17.4870 8.9644
106 H 10.6363 17.9832 8.6453
107 C 11.8498 14.0269 8.9267
108 C 12.2017 14.3324 10.3872
109 C 13.4723 15.1822 10.5292
110 O 14.4191 14.5514 9.7289
111 C 15.6640 15.2713 9.5399
112 N 11.1901 15.0912 11.1458
113 H 12.4376 13.2739 8.4260
114 H 11.9761 14.9305 8.3600
115 H 10.7948 13.6894 8.9265
116 H 12.4480 13.4099 10.9089
117 H 13.7747 15.1129 11.5858
118 H 13.2521 16.2462 10.3024
119 H 15.4959 16.2510 9.1230
120 H 16.2281 14.7174 8.7923
121 H 16.1982 15.3461 10.5068
122 H 11.0126 15.9510 10.6444
123 H 10.2943 14.5692 11.1498

Atom charges from the Mulliken analysis, given in e for atoms 1 to 99: -0.87, 0.51, -0.57, 0.23, 0.35, -0.02, 0.43, -0.35, 0.31, -1.38, 0.55, -0.57, 0.30, 0.37, 0.35, -0.29, 0.37, 0.27, -0.76, 0.70, -0.58, 0.42, -0.10, 0.13, -0.54, 0.51, 0.21, -0.55, -0.46, -0.48, -0.26, 0.33, 0.51, 0.33, 0.30, 0.29, -1.52, 0.16, 0.08, 0.29, 0.30, 0.40, 0.23, 0.13, -0.03, -0.68, -0.14, -0.60, 0.23, 0.44, -0.13, 0.30, 0.13, 0.45, -0.48, -0.49, -0.56, 0.06, 0.29, 0.35, 0.22, 0.33, 0.26, -0.73, -0.53, -0.51, 0.36, 0.21, 0.27, 0.30, 0.36, 0.29, -1.48, 0.82, -0.42, -0.37, -0.24, -0.74, 0.36, 0.40, 0.29, 0.07, -0.16, 0.43, -0.16, 0.32, 0.33, 0.26, 0.29, -0.73, 0.15, -1.22, -0.29, -0.78, -0.70, 0.55, -0.17, 0.20, 0.58

(2)
DFT (ωB97M-V/def2-TZVPD) results for a cluster of 10 separate species, C28H82N10O10 in total in a non-equilibrium geometry.

Properties
**E_HOMO (alpha / beta)**: 0.5 / -6.5 eV
**Total charge**: -1
**Spin multiplicity**: 2
**Gap between HOMO and LUMO (alpha / beta)**: 1.4 / 8.3 eV
**Expectation value of S²**: 0.750

Geometry (Å):
1 C -3.6418 2.9657 1.1890
2 O -2.3454 3.1612 0.6953
3 H -3.9125 2.6077 2.1823
4 H -4.1842 3.9084 1.1168
5 H -4.1145 2.1092 0.7082
6 H -1.9383 2.2967 0.6033
7 C -0.1025 -0.9451 0.2339
8 O 0.6096 0.2415 0.4489
9 H -0.5580 -1.0956 -0.7449
10 H 0.6386 -1.7422 0.2924
11 H -0.8551 -1.2071 0.9776
12 H 0.1999 0.7490 1.1533
13 C 0.0333 2.9365 2.8918
14 O -0.1789 1.8805 2.3727
15 N 1.2541 3.4565 3.1822
16 N -0.8495 3.9245 2.8019
17 H 2.0271 2.8313 3.0041
18 H 1.3403 4.4032 3.5235
19 H -0.5161 4.8213 3.1258
20 H -1.5946 3.7515 2.1424
21 C -2.4559 -3.8630 -1.0941
22 O -3.1999 -3.6433 -2.0387
23 N -2.7247 -3.4813 0.1405
24 N -1.2238 -4.3704 -1.1913
25 H -2.2643 -3.6378 1.0257
26 H -3.6413 -3.0621 0.2047
27 H -1.3006 -5.0092 -1.9698
28 H -0.5716 -4.6131 -0.4593
29 C 1.1931 4.0211 -0.5278
30 C 2.1198 5.2599 -0.5731
31 C 2.2230 5.8008 0.8783
32 O 2.9010 7.0526 0.7219
33 C 3.2875 7.6586 1.9292
34 N 3.4382 4.7946 -1.0419
35 H 0.1089 4.1112 -0.4609
36 H 1.4263 3.3272 0.2798
37 H 1.3146 3.4607 -1.4548
38 H 1.8555 6.0214 -1.3069
39 H 2.7342 5.2556 1.6718
40 H 1.2755 5.8672 1.4132
41 H 3.8881 6.9670 2.5200
42 H 2.5234 8.0897 2.5760
43 H 3.9108 8.5239 1.7039
44 H 3.7025 3.8498 -0.8019
45 H 3.1641 4.6671 -2.0056
46 C -3.2358 0.0888 3.9476
47 C -2.4571 -0.2866 5.1806
48 C -1.0380 0.2627 5.1476
49 O -0.1811 -0.3092 6.1330
50 C 1.2232 -0.1990 5.9224
51 N -3.1964 0.0251 6.3798
52 H -4.3164 -0.0527 3.9686
53 H -2.8317 -0.4887 3.1162
54 H -3.1379 1.1594 3.7679
55 H -2.3030 -1.3573 5.3146
56 H -1.0449 1.3474 5.2548
57 H -0.4710 0.1548 4.2230
58 H 1.5060 -1.1156 5.4048
59 H 1.6571 -0.1669 6.9219
60 H 1.5437 0.6667 5.3427
61 H -3.1812 1.0145 6.5822
62 H -2.6619 -0.3372 7.1563
63 C 4.5940 4.0305 -4.8222
64 C 5.6653 3.0540 -4.1603
65 C 4.7972 1.8964 -3.4948
66 O 3.8627 2.2981 -2.4248
67 C 3.4388 1.2029 -1.6962
68 N 6.5323 2.6082 -5.1835
69 H 3.8871 3.5717 -5.5134
70 H 5.0971 4.7149 -5.5053
71 H 4.1867 4.7087 -4.0724
72 H 6.0300 3.4930 -3.2316
73 H 5.6278 1.3250 -3.0803
74 H 4.3701 1.2065 -4.2226
75 H 4.1765 0.8558 -0.9728
76 H 3.1601 0.3375 -2.2976
77 H 2.5568 1.5390 -1.1511
78 H 6.0183 2.5512 -6.0510
79 H 7.1144 3.4020 -5.4096
80 C 3.4994 -5.4456 -5.1892
81 C 1.9724 -5.3721 -5.1224
82 C 1.5259 -4.4816 -3.8944
83 O 1.9028 -3.0514 -4.0213
84 C 1.3790 -2.1638 -3.0070
85 N 1.4477 -4.7856 -6.3794
86 H 4.0709 -5.9284 -5.9819
87 H 3.9038 -5.8475 -4.2602
88 H 3.8401 -4.4102 -5.1821
89 H 1.5024 -6.3527 -5.0479
90 H 2.0680 -4.8976 -3.0451
91 H 0.4512 -4.6014 -3.7573
92 H 1.5829 -1.1088 -3.1900
93 H 1.7162 -2.4762 -2.0187
94 H 0.2895 -2.1328 -3.0149
95 H 1.9402 -5.1512 -7.1818
96 H 1.6486 -3.7960 -6.3616
97 C -4.0830 0.0020 -3.7598
98 C -2.8643 0.1925 -2.8489
99 C -2.6212 1.6380 -2.2456
100 O -2.3612 2.4994 -3.3093
101 C -2.1213 3.8522 -2.9208
102 N -3.0564 -0.6875 -1.7200
103 H -4.9806 0.2498 -3.1933
104 H -4.3444 -0.9902 -4.1273
105 H -3.9413 0.8029 -4.4855
106 H -1.9959 -0.2107 -3.3698
107 H -1.7435 1.7622 -1.6113
108 H -3.5551 1.8749 -1.7359
109 H -2.3091 4.4156 -3.8348
110 H -1.1303 3.9823 -2.4860
111 H -2.8448 4.3717 -2.2925
112 H -3.8365 -0.4737 -1.1153
113 H -3.0171 -1.6377 -2.0600
114 C -3.0248 -7.1257 2.8254
115 C -2.9988 -6.3185 4.1271
116 C -3.2856 -4.7127 4.1308
117 O -2.5229 -3.8098 3.3049
118 C -1.1619 -4.0107 3.5076
119 N -4.0534 -6.9956 4.8796
120 H -2.3318 -6.6874 2.1073
121 H -4.0104 -7.1391 2.3601
122 H -2.5991 -8.1193 2.9662
123 H -2.0128 -6.5405 4.5351
124 H -3.2242 -4.3615 5.1608
125 H -4.3154 -4.5032 3.8415
126 H -0.8584 -3.4943 4.4183
127 H -0.6430 -3.4580 2.7244
128 H -0.8710 -5.0611 3.5170
129 H -4.2148 -6.6498 5.8147
130 H -3.7908 -7.9581 5.0370

Atom charges from the Mulliken analysis, given in e for atoms 1 to 99: -0.99, 0.19, 0.32, 0.33, 0.27, 0.01, 0.25, 0.18, 0.07, 0.25, -0.13, 0.34, -4.81, 0.87, 0.12, -0.02, 0.67, 0.32, 0.31, 0.45, 0.43, -0.80, 0.12, -0.25, -0.15, 0.18, 0.27, 0.17, -0.38, 0.39, -0.28, -0.05, -1.39, -0.63, 0.36, 0.01, 0.53, 0.42, 0.28, -0.06, 0.37, 0.40, 0.31, 0.27, 0.03, -1.07, 0.98, -0.14, -0.14, -1.13, -0.83, 0.51, 0.16, 0.09, -0.18, 0.04, 0.04, 0.21, 0.30, 0.30, 0.31, 0.31, -1.38, 0.34, -0.87, -0.16, -0.53, -0.78, 0.33, 0.48, 0.26, 0.33, 0.35, 0.36, 0.32, 0.07, 0.11, 0.30, 0.29, -1.27, 0.33, -0.51, -0.41, -0.63, -0.74, 0.36, 0.32, 0.29, 0.28, 0.39, 0.15, 0.20, 0.35, 0.27, 0.25, 0.30, -1.63, 0.30, 0.28

(3)
DFT (ωB97M-V/def2-TZVPD) results for a structure of composition C28H84N7O11PPt in a non-equilibrium geometry.

Properties
**E_HOMO (alpha / beta)**: -22.2 / -22.2 eV
**Total charge**: +6
**Relative energy (zero: lowest compared OMol25 entry of this formula, charge and spin)**: 225.4 kJ/mol
**Spin multiplicity**: 3
**Gap between HOMO and LUMO (alpha / beta)**: 5.5 / 5.3 eV
**Expectation value of S²**: 2.006

Geometry (Å):
1 Pt -0.0839 1.8827 -1.6102
2 P -0.3802 -0.2277 -0.5643
3 O -1.5581 0.7894 -0.6792
4 O 0.0692 -0.1862 -2.0556
5 O -0.4362 -1.6398 0.1227
6 O 0.5470 0.8467 0.0825
7 C -3.5701 0.1257 -3.7924
8 C -4.4185 0.8743 -2.7229
9 C -5.9672 0.7490 -3.0084
10 O -6.6415 1.5545 -2.0407
11 C -8.0694 1.5452 -2.2869
12 N -4.1430 0.3691 -1.3176
13 H -4.7459 0.6480 -0.5569
14 H -4.2179 -0.6377 -1.3478
15 H -3.1712 0.4778 -1.0652
16 H -2.4917 0.2302 -3.6734
17 H -3.7895 0.6021 -4.7480
18 H -3.8747 -0.9204 -3.8233
19 H -4.1149 1.9204 -2.6846
20 H -6.2018 -0.3064 -2.8701
21 H -6.1030 0.9522 -4.0706
22 H -8.3479 1.6351 -3.3369
23 H -8.4872 2.4257 -1.7989
24 H -8.6404 0.7139 -1.8733
25 C 4.1645 7.8122 -0.2409
26 C 3.7448 6.3764 -0.3936
27 C 3.7831 5.4543 0.9039
28 O 2.9751 4.2663 0.5846
29 C 3.2141 3.2707 1.5124
30 N 2.2696 6.3668 -0.8852
31 H 1.8839 7.2055 -1.2951
32 H 1.9463 5.7310 -1.6002
33 H 1.6467 6.1889 -0.1103
34 H 5.2335 7.9903 -0.1244
35 H 3.7830 8.3006 0.6558
36 H 3.8200 8.4486 -1.0560
37 H 4.1644 5.8919 -1.2753
38 H 3.5816 5.9141 1.8713
39 H 4.8198 5.1242 0.9708
40 H 2.9514 3.6961 2.4809
41 H 4.2206 2.8735 1.3805
42 H 2.5710 2.3939 1.4372
43 C 0.6443 -0.8378 3.7352
44 C 1.7829 -0.7035 2.7105
45 C 3.1496 -0.5968 3.3933
46 O 4.1501 -0.5566 2.3946
47 C 5.5059 -0.4783 2.8838
48 N 1.7130 -1.9485 1.8273
49 H 0.9258 -1.8618 1.2006
50 H 2.6094 -2.1531 1.4094
51 H 1.4425 -2.6840 2.4644
52 H 0.9006 -1.6744 4.3852
53 H -0.2811 -1.1502 3.2514
54 H 0.4283 0.0651 4.3063
55 H 1.6653 0.1298 2.0178
56 H 3.2407 -1.4643 4.0469
57 H 3.1289 0.2303 4.1029
58 H 5.7232 -1.4979 3.2021
59 H 5.5977 0.1301 3.7835
60 H 6.2232 -0.1269 2.1421
61 C -1.9891 -4.2914 2.3805
62 C -3.0149 -3.9927 1.3858
63 C -4.4882 -4.1841 1.9970
64 O -4.6801 -3.3234 3.0818
65 C -6.0494 -3.0459 3.3572
66 N -2.9434 -2.5843 0.8503
67 H -2.0142 -2.2592 0.6245
68 H -3.5119 -2.6216 0.0163
69 H -3.2886 -1.9048 1.5130
70 H -2.2050 -5.2335 2.8843
71 H -1.5961 -3.5360 3.0609
72 H -1.0283 -4.5472 1.9339
73 H -2.9138 -4.7570 0.6152
74 H -4.5669 -5.1719 2.4511
75 H -5.2047 -4.0428 1.1878
76 H -6.0610 -2.2196 4.0680
77 H -6.6157 -3.8681 3.7945
78 H -6.4917 -2.6071 2.4628
79 C 5.2599 -0.2081 -0.7800
80 C 4.3088 -0.9685 -1.8256
81 C 4.3788 -2.4886 -1.6894
82 O 3.7736 -2.9481 -0.5061
83 C 3.4570 -4.3383 -0.2322
84 N 2.9264 -0.2781 -1.7425
85 H 2.5321 -0.1403 -0.8229
86 H 2.9573 0.6469 -2.1469
87 H 2.2915 -0.8738 -2.2544
88 H 5.4768 -0.6658 0.1852
89 H 4.7568 0.7041 -0.4592
90 H 6.2753 -0.0021 -1.1187
91 H 4.5821 -0.6850 -2.8420
92 H 5.4467 -2.7074 -1.6878
93 H 3.8705 -2.8286 -2.5917
94 H 2.7964 -4.7146 -1.0132
95 H 3.0642 -4.3978 0.7828
96 H 4.3799 -4.9150 -0.2940
97 C -0.4419 -4.7937 -3.5522
98 C 0.2800 -3.4820 -3.3383
99 C 1.3443 -3.3378 -4.4334
100 O 2.0105 -2.1417 -4.2100
101 C 2.6549 -1.6682 -5.3438
102 N -0.8454 -2.3899 -3.4457
103 H -1.2498 -2.2935 -4.3661
104 H -1.5915 -2.5612 -2.7868
105 H -0.4397 -1.4901 -3.2318
106 H -1.1764 -5.1345 -2.8225
107 H 0.1754 -5.6788 -3.7065
108 H -1.1256 -4.7912 -4.4011
109 H 0.6969 -3.4292 -2.3326
110 H 0.8530 -3.2245 -5.3998
111 H 2.1649 -4.0481 -4.5344
112 H 3.4328 -2.3429 -5.7012
113 H 3.3430 -0.8362 -5.1941
114 H 1.9456 -1.3560 -6.1103
115 C -3.0418 3.1606 3.4382
116 C -2.2029 2.8629 2.1550
117 C -0.7389 3.2177 2.2195
118 O -0.0489 2.4812 3.2418
119 C 0.4194 3.2835 4.2871
120 N -2.2894 1.3867 1.8583
121 H -3.2221 1.0086 1.7732
122 H -1.8760 1.1793 0.9604
123 H -1.8414 0.6952 2.4425
124 H -2.9572 4.2359 3.5950
125 H -2.6946 2.5774 4.2912
126 H -4.0892 2.9940 3.1866
127 H -2.6370 3.2915 1.2517
128 H -0.6454 4.2944 2.3613
129 H -0.2694 2.9784 1.2653
130 H 1.0940 4.0345 3.8760
131 H 0.9544 2.7533 5.0749
132 H -0.3018 4.0135 4.6545

Atom charges from the Mulliken analysis, given in e for atoms 1 to 99: 3.08, 1.17, -2.48, -2.06, -1.82, -0.36, -1.25, 0.08, -0.79, -0.33, -0.80, 0.16, 0.51, 0.32, 0.06, 0.17, 0.51, 0.37, 0.42, 0.39, 0.50, 0.36, 0.27, 0.33, -1.43, 0.40, -0.89, -0.13, -0.40, -0.29, 0.41, 0.28, 0.28, 0.39, 0.41, 0.41, 0.23, 0.44, 0.48, 0.38, 0.52, -0.56, -1.34, 2.08, -1.18, -0.15, -0.97, 0.98, -0.46, 0.10, 0.57, 0.57, 0.05, 0.31, -1.38, 0.46, 0.61, 0.36, 0.39, 0.31, -1.52, 0.28, -0.81, -0.33, -0.78, 0.47, -0.08, 0.36, 0.51, 0.44, 0.35, 0.39, 0.24, 0.53, 0.45, 0.26, 0.32, 0.34, -1.14, 0.26, -0.81, -0.18, -0.82, 0.52, -0.21, 0.47, -0.06, 0.07, 0.32, 0.46, 0.43, 0.51, 0.28, 0.30, 0.27, 0.37, -1.60, 0.83, -1.17